Molecular formula: C3H2O3
Method: DFT, wB97M-V/def2-TZVPD

Each line ends with the Löwdin charge.
Atoms and positions in Å:
O -0.01147 1.40107 0.07725  0.1268
H 1.20612 -1.86885 -0.44592  0.1865
H -1.20098 -1.86240 0.52408  0.1331
C -0.00697 0.14145 0.09066  -0.2876
O 2.25161 -0.02133 -0.05678  0.1094
C -1.31629 -0.80076 0.16127  -0.0642
O -2.17718 0.05996 -0.20663  0.0319
C 1.23847 -0.63840 -0.01674  -0.2359

Properties
Energy = -341.09760 hartree
Kohn-Sham gap = 8.01 eV
HOMO = -9.98 eV
SMILES string = O=CC(=O)C=O
Energy above the lowest of the compared OMol25 structures with the same formula, charge and spin = 87.4 kcal per mole